C6H10O in the gas phase, computed with the ωB97M-V functional and the def2-TZVPD basis.

```
! RIJCOSX wB97M-V def2-TZVPD def2/J DEFGRID3
* xyz 0 1
C 0.47 -0.48 -1.97
C 0.13 -0.01 -0.59
C -1.09 -0.57 0.15
C -0.26 0.18 1.22
O -0.51 0.25 2.57
C -0.06 1.33 0.22
C 1.01 -0.43 0.64
H -0.41 -0.44 -2.62
H 1.30 0.03 -2.47
H 0.75 -1.53 -1.86
H -1.13 -1.66 0.20
H -2.05 -0.13 -0.15
H -1.12 0.97 2.74
H 0.82 1.96 0.39
H -0.95 1.92 -0.01
H 1.95 0.10 0.79
H 1.15 -1.51 0.73
*
```

## Properties
E: -309.778982 a.u.
energy relative to the best compared isomer or geometry (same formula, charge and spin): 39.8 kcal per mole
frontier orbital gap: 10.78 eV